[1]
{"formula": "C2H11N2O2", "method": "wB97M-V/def2-TZVPD", "charge": 1, "orbital_gap_ev": 11.66, "de_lowest_kj_mol": 37.1, "homo_ev": -14.42, "multiplicity": 1, "elements": ["O", "O", "N", "N", "C", "C", "H", "H", "H", "H", "H", "H", "H", "H", "H", "H", "H"], "coordinates": [[-3.897, 0.630, -0.463], [2.685, 1.668, 0.070], [0.816, -0.649, -0.011], [-1.186, 0.447, -0.466], [1.611, -1.770, 0.507], [-0.487, -0.580, -0.049], [3.285, 1.971, -0.599], [-4.367, 0.892, 0.353], [-0.926, -1.454, 0.429], [1.243, -2.012, 1.502], [-0.645, 1.194, -0.871], [-4.361, 1.223, -1.053], [2.681, -1.621, 0.524], [1.347, -2.631, -0.111], [3.071, 1.963, 0.886], [-2.184, 0.584, -0.238], [1.315, 0.143, -0.413]], "nbo_charge": [-0.94, -0.97, -0.51, -0.73, -0.42, 0.39, 0.49, 0.49, 0.21, 0.22, 0.41, 0.50, 0.25, 0.22, 0.49, 0.47, 0.44]}

***

[2]
{"formula": "C18H26F2MoN5O2", "method": "wB97M-V/def2-TZVPD", "charge": 3, "orbital_gap_ev": 4.69, "de_lowest_kj_mol": 9.7, "homo_ev": -17.22, "multiplicity": 1, "elements": ["Mo", "F", "F", "O", "O", "N", "N", "N", "N", "N", "C", "C", "C", "C", "C", "C", "C", "C", "C", "C", "C", "C", "C", "C", "C", "C", "C", "C", "H", "H", "H", "H", "H", "H", "H", "H", "H", "H", "H", "H", "H", "H", "H", "H", "H", "H", "H", "H", "H", "H", "H", "H", "H", "H"], "coordinates": [[0.131, -0.039, 0.420], [-0.163, 2.247, -0.380], [-1.339, 1.088, -1.855], [-1.610, 0.172, 0.829], [1.854, 0.445, 0.544], [0.234, -4.110, -0.661], [0.036, -1.953, 0.164], [1.934, -3.272, 0.697], [-1.181, 1.029, 2.865], [0.077, 0.893, 2.312], [2.272, -2.544, 1.920], [2.404, 1.539, 2.493], [0.497, -5.543, -0.425], [-0.159, 1.226, -1.296], [-0.779, -3.836, -1.691], [2.809, 1.101, 1.287], [-4.363, 0.569, 1.069], [0.777, 2.091, 4.314], [-5.726, 0.722, 1.207], [4.140, 1.210, 0.638], [-3.530, 0.788, 2.181], [-4.076, 1.149, 3.429], [-6.261, 1.080, 2.443], [-5.440, 1.289, 3.551], [-2.112, 0.701, 2.060], [1.055, 1.456, 3.000], [0.772, -3.156, 0.072], [3.014, -4.142, 0.194], [-0.965, -2.170, 0.131], [0.992, -5.684, 0.530], [4.367, 2.261, 0.443], [2.765, -3.239, 2.600], [3.938, -3.567, 0.238], [-1.786, -3.903, -1.275], [3.123, -5.032, 0.811], [-0.471, -6.042, -0.395], [0.650, 1.337, -2.023], [4.166, 0.668, -0.305], [3.129, 2.033, 3.125], [0.202, 3.009, 4.146], [-5.873, 1.564, 4.502], [-0.682, -4.597, -2.461], [4.916, 0.824, 1.300], [2.966, -1.731, 1.706], [0.153, 1.447, 4.933], [-3.427, 1.314, 4.278], [1.374, -2.180, 2.418], [2.822, -4.417, -0.838], [1.702, 2.341, 4.824], [-6.378, 0.568, 0.359], [-7.332, 1.197, 2.546], [1.092, -5.967, -1.232], [-0.610, -2.865, -2.152], [-3.945, 0.300, 0.108]], "nbo_charge": [1.81, -0.29, -0.26, -0.53, -0.52, -0.33, -0.81, -0.36, -0.30, -0.36, -0.42, -0.30, -0.42, 0.42, -0.44, 0.42, -0.16, -0.69, -0.20, -0.70, -0.12, -0.14, -0.07, -0.19, 0.55, 0.42, 0.68, -0.42, 0.44, 0.23, 0.29, 0.26, 0.24, 0.23, 0.24, 0.25, 0.21, 0.26, 0.29, 0.30, 0.26, 0.27, 0.28, 0.21, 0.29, 0.24, 0.21, 0.24, 0.26, 0.25, 0.26, 0.24, 0.22, 0.22]}

***

[3]
{"formula": "Cl2H3P3", "method": "wB97M-V/def2-TZVPD", "orbital_gap_ev": [6.60, 5.82], "de_lowest_kj_mol": 78.0, "homo_ev": [-6.40, -9.58], "multiplicity": 3, "elements": ["Cl", "Cl", "P", "P", "P", "H", "H", "H"], "coordinates": [[1.025, 0.954, -4.347], [-0.279, 3.024, -2.094], [-0.828, -0.093, 0.230], [-0.315, 0.855, -2.869], [0.809, 0.448, -1.023], [-1.930, 0.637, -0.056], [-0.322, 0.879, 1.024], [1.016, -0.886, -1.369]], "nbo_charge": [-0.21, -0.46, 0.03, 0.48, 0.18, 0.02, -0.01, -0.03]}

***

[4]
{"formula": "C27H16MoN6O6S7", "method": "wB97M-V/def2-TZVPD", "orbital_gap_ev": [6.07, 6.07], "de_lowest_kj_mol": 36.7, "homo_ev": [-7.89, -7.89], "multiplicity": 1, "elements": ["Mo", "S", "S", "S", "S", "S", "S", "S", "O", "O", "O", "O", "O", "O", "N", "N", "N", "N", "N", "N", "C", "C", "C", "C", "C", "C", "C", "C", "C", "C", "C", "C", "C", "C", "C", "C", "C", "C", "C", "C", "C", "C", "C", "C", "C", "C", "C", "H", "H", "H", "H", "H", "H", "H", "H", "H", "H", "H", "H", "H", "H", "H", "H"], "coordinates": [[-0.270, -0.387, -0.617], [-3.525, -0.088, 0.124], [-1.524, -3.529, -0.084], [3.633, -0.198, -3.622], [1.512, -1.574, -5.048], [4.024, -0.895, -6.479], [1.968, -0.064, -1.074], [-0.304, -1.603, -2.624], [-0.538, -4.459, 0.406], [-3.049, -0.015, 1.505], [-1.996, -3.699, -1.425], [-3.891, -1.720, -0.125], [-2.350, 0.061, -0.849], [-1.024, -2.116, 0.187], [-0.589, 1.291, 0.807], [0.643, -0.849, 1.353], [-1.401, 3.850, -3.073], [-0.540, 1.566, -1.749], [-3.163, 5.965, 5.406], [1.380, -1.645, 3.905], [-3.977, -4.505, 2.956], [-3.903, -2.604, 0.926], [-3.829, 5.602, 4.314], [-1.095, 2.589, -1.080], [1.185, -1.176, -3.379], [-0.409, 1.110, 2.118], [0.697, -0.532, 3.698], [-1.526, 3.719, -1.759], [-1.639, 3.376, 1.255], [-1.529, 3.161, 2.624], [-0.865, 2.022, 3.054], [0.319, -0.118, 2.425], [-1.141, 2.431, 0.378], [2.178, -0.532, -2.722], [-0.405, 1.693, -3.064], [-4.979, -3.553, 2.848], [1.684, -2.366, 2.830], [1.315, -1.984, 1.553], [-2.890, -3.556, 1.039], [-1.390, 4.503, 4.732], [-4.947, -2.606, 1.837], [-2.928, -4.504, 2.049], [-3.341, 4.701, 3.380], [3.113, -0.896, -5.128], [-2.090, 4.133, 3.590], [-0.832, 2.842, -3.717], [-1.966, 5.419, 5.599], [-5.799, -3.549, 3.556], [-4.806, 6.049, 4.178], [-2.091, 4.286, 0.889], [2.230, -3.287, 2.981], [-4.010, -5.246, 3.743], [-1.435, 5.731, 6.491], [-2.128, -5.229, 2.110], [-3.941, 4.425, 2.523], [-0.743, 1.829, 4.110], [-5.728, -1.864, 1.739], [-0.712, 2.930, -4.789], [-1.984, 4.545, -1.230], [0.041, 0.875, -3.606], [0.435, 0.055, 4.569], [1.526, -2.599, 0.691], [-0.404, 4.108, 4.936]], "nbo_charge": [0.76, 1.78, 2.44, 0.47, 0.48, -0.02, 0.17, 0.25, -0.97, -1.00, -0.93, -0.73, -0.98, -0.97, -0.44, -0.34, -0.34, -0.35, -0.40, -0.35, -0.23, 0.41, 0.05, 0.13, -0.44, 0.30, 0.04, 0.03, -0.22, 0.03, -0.21, 0.10, 0.28, -0.46, 0.06, -0.18, 0.02, 0.06, -0.42, -0.25, -0.27, -0.16, -0.24, -0.57, -0.03, 0.01, 0.05, 0.22, 0.20, 0.23, 0.22, 0.22, 0.20, 0.24, 0.23, 0.23, 0.22, 0.22, 0.21, 0.24, 0.20, 0.25, 0.22]}

***

[5]
{"formula": "C4H8O2S", "method": "wB97M-V/def2-TZVPD", "orbital_gap_ev": 9.95, "de_lowest_kj_mol": 13.5, "homo_ev": -9.21, "multiplicity": 1, "elements": ["S", "O", "O", "C", "C", "C", "C", "H", "H", "H", "H", "H", "H", "H", "H"], "coordinates": [[-2.794, 0.946, -0.961], [2.821, 0.769, -0.430], [2.161, 0.438, 1.678], [-0.383, 0.212, 0.155], [2.078, 0.228, 0.340], [-1.549, -0.361, -0.617], [0.899, -0.641, -0.032], [0.905, -1.556, 0.559], [-3.894, 0.183, -0.954], [-2.026, -1.127, -0.009], [-0.141, 1.252, -0.068], [-0.620, 0.150, 1.213], [1.045, -0.842, -1.092], [-1.322, -0.796, -1.581], [2.819, 1.142, 1.799]], "nbo_charge": [-0.06, -0.59, -0.69, -0.40, 0.80, -0.50, -0.50, 0.23, 0.12, 0.22, 0.22, 0.22, 0.23, 0.21, 0.49]}

***

[6]
{"formula": "F6N3Na2O12S6", "method": "wB97M-V/def2-TZVPD", "charge": -1, "orbital_gap_ev": 8.00, "de_lowest_kj_mol": 0.0, "homo_ev": -7.21, "multiplicity": 1, "elements": ["S", "S", "S", "S", "S", "S", "Na", "Na", "F", "F", "F", "F", "F", "F", "O", "O", "O", "O", "O", "O", "O", "O", "O", "O", "O", "O", "N", "N", "N"], "coordinates": [[2.288, -3.117, -1.407], [0.901, 3.331, 1.863], [-2.849, -0.189, 0.997], [2.759, -1.787, 0.625], [-3.259, -0.805, -1.300], [0.328, 3.277, -0.487], [-0.807, -2.961, -0.056], [0.176, -0.327, -0.449], [-2.521, -1.633, -2.473], [0.226, 3.957, 3.184], [0.894, -3.806, -1.969], [-1.038, 3.382, -1.316], [3.133, -0.506, -0.232], [-1.560, -0.413, 1.949], [1.089, 4.284, -1.142], [2.055, 4.168, 1.730], [-3.461, 0.473, -1.877], [-2.931, 1.221, 0.966], [2.943, -4.307, -0.993], [-3.849, -0.923, 1.671], [2.200, -1.159, 1.770], [-4.417, -1.577, -1.017], [3.955, -2.523, 0.742], [0.715, 1.908, -0.701], [1.160, 1.970, 2.212], [2.756, -2.429, -2.554], [1.456, -2.279, -0.382], [-2.022, -0.928, -0.273], [-0.319, 3.697, 0.919]], "nbo_charge": [2.45, 2.44, 2.41, 2.43, 2.43, 2.46, 0.97, 0.93, -0.52, -0.52, -0.57, -0.51, -0.49, -0.53, -0.90, -0.93, -0.87, -0.84, -0.88, -0.87, -0.90, -0.89, -0.84, -1.00, -0.92, -0.88, -1.28, -1.28, -1.08]}

***

[7]
{"formula": "C27H20ClFGdN11O4", "method": "wB97M-V/def2-TZVPD", "charge": -2, "orbital_gap_ev": [5.92, 4.40], "de_lowest_kj_mol": 45.4, "homo_ev": [-1.95, -1.94], "multiplicity": 8, "elements": ["Gd", "Cl", "F", "O", "O", "O", "O", "N", "N", "N", "N", "N", "N", "N", "N", "N", "N", "N", "C", "C", "C", "C", "C", "C", "C", "C", "C", "C", "C", "C", "C", "C", "C", "C", "C", "C", "C", "C", "C", "C", "C", "C", "C", "C", "C", "H", "H", "H", "H", "H", "H", "H", "H", "H", "H", "H", "H", "H", "H", "H", "H", "H", "H", "H", "H"], "coordinates": [[-0.401, 1.264, -0.120], [-7.146, -2.180, -0.283], [-2.353, 2.044, -0.070], [1.123, 0.176, 1.169], [2.967, -2.886, 4.199], [-0.572, 1.956, 2.235], [-1.690, -0.511, 0.733], [1.303, -0.115, -1.843], [2.355, 3.037, 0.984], [3.238, 4.024, 0.823], [-1.382, -0.287, -1.973], [2.979, 4.560, -0.397], [-1.394, 3.521, -4.032], [-0.356, 4.347, -3.712], [-0.570, 2.714, -2.184], [1.496, 2.965, -0.018], [-1.509, 2.561, -3.154], [1.213, 4.367, -1.982], [0.451, 0.297, 3.545], [-1.064, 2.053, 4.610], [1.143, -0.235, 2.376], [-3.862, -0.906, 1.590], [3.024, -1.578, -3.535], [2.041, -1.309, 2.594], [0.390, -0.485, 4.694], [1.861, 3.988, -0.820], [-5.108, -1.415, 1.318], [-3.469, -0.745, -0.830], [-0.325, -2.028, -5.050], [0.115, 3.793, -2.601], [3.485, -0.894, -2.426], [-0.662, -0.794, -3.021], [-5.580, -1.578, 0.012], [-1.185, -1.392, -4.156], [2.095, -1.934, 3.850], [0.764, -0.926, -2.855], [-4.770, -1.283, -1.046], [1.661, -1.604, -3.786], [4.101, -3.194, 3.370], [-2.708, -0.438, -1.967], [1.030, -2.188, -4.928], [1.225, -1.565, 4.911], [-0.411, 1.446, 3.408], [-2.906, -0.709, 0.523], [2.589, -0.170, -1.640], [-5.096, -1.469, -2.062], [3.854, -3.152, 2.311], [-0.791, -2.503, -5.920], [3.663, -2.214, -4.139], [1.284, -2.131, 5.783], [-5.779, -1.581, 2.153], [4.365, -4.241, 3.592], [1.543, -2.796, -5.675], [4.523, -0.952, -2.131], [4.957, -2.507, 3.469], [-2.268, -1.260, -4.345], [-0.338, -0.234, 5.461], [2.926, 0.434, -0.796], [-1.593, 1.338, 5.247], [2.704, -1.575, 1.771], [-1.776, 2.807, 4.236], [-0.312, 2.468, 5.269], [1.656, 5.182, -2.401], [-3.277, -0.516, -2.914], [-3.467, -0.860, 2.574]], "mulliken_spin": [6.66, 0.00, 0.12, 0.03, 0.00, 0.02, 0.03, 0.01, 0.00, 0.00, 0.02, 0.00, 0.00, 0.00, 0.03, 0.02, 0.00, 0.00, 0.01, 0.00, 0.00, 0.01, 0.00, 0.00, 0.00, 0.00, -0.01, 0.00, 0.00, 0.00, 0.00, 0.00, 0.01, 0.00, 0.00, 0.00, -0.01, 0.00, 0.00, 0.01, 0.00, 0.00, 0.00, 0.01, 0.00, 0.00, 0.00, 0.00, 0.00, 0.00, 0.00, 0.00, 0.00, 0.00, 0.00, 0.00, 0.00, 0.00, 0.00, 0.00, 0.00, 0.00, 0.00, 0.00, 0.00]}

***

[8]
{"formula": "C40H20B5N4O40Y", "method": "wB97M-V/def2-TZVPD", "charge": -2, "orbital_gap_ev": 0.96, "de_lowest_kj_mol": 2743.7, "homo_ev": -6.88, "multiplicity": 1, "elements": ["Y", "O", "O", "O", "O", "O", "O", "O", "O", "O", "O", "O", "O", "O", "O", "O", "O", "O", "O", "O", "O", "O", "O", "O", "O", "O", "O", "O", "O", "O", "O", "O", "O", "O", "O", "O", "O", "O", "O", "O", "O", "N", "N", "N", "N", "C", "C", "C", "C", "C", "C", "C", "C", "C", "C", "C", "C", "C", "C", "C", "C", "C", "C", "C", "C", "C", "C", "C", "C", "C", "C", "C", "C", "C", "C", "C", "C", "C", "C", "C", "C", "C", "C", "C", "C", "B", "B", "B", "B", "B", "H", "H", "H", "H", "H", "H", "H", "H", "H", "H", "H", "H", "H", "H", "H", "H", "H", "H", "H", "H"], "coordinates": [[-0.132, -0.771, -0.823], [6.409, 0.417, 7.621], [6.832, 0.015, 9.864], [-8.171, -5.685, 1.461], [-8.733, -4.850, 3.652], [7.385, 0.147, 5.448], [7.672, -6.773, 2.727], [-3.551, 3.650, -3.287], [-5.810, -3.146, 0.468], [-4.525, 9.687, -1.780], [-9.813, -3.976, 1.834], [6.289, -8.088, 5.537], [-5.069, 7.792, -4.648], [-6.197, 5.934, -3.461], [3.960, -5.054, 0.500], [-11.610, -3.182, 2.922], [4.500, -0.144, 3.448], [3.455, 9.283, -4.401], [-6.624, 3.810, -2.816], [1.792, 5.690, -2.075], [6.519, -1.764, 6.882], [-10.233, -4.199, 5.289], [-7.353, -3.613, 2.185], [-4.912, 7.522, -2.374], [3.595, 10.955, -5.977], [6.030, -7.747, 1.117], [5.629, -7.603, 3.532], [1.196, 9.596, -3.848], [0.655, 11.049, -5.521], [-4.780, 10.075, -4.753], [-3.912, 5.772, -3.778], [2.784, 9.034, -2.026], [2.908, 7.524, -0.246], [5.087, -0.282, 5.677], [2.074, 7.453, -3.657], [5.578, -5.641, 1.954], [6.933, -2.743, 8.971], [8.985, -7.183, 4.553], [7.306, 0.723, 3.237], [-6.859, -5.835, -0.428], [4.537, -7.594, -0.802], [-2.518, 2.743, 2.386], [-0.889, -4.163, 3.355], [-1.385, -3.574, -5.200], [3.454, 0.522, -4.886], [-0.837, -5.065, -7.116], [-6.716, -3.829, 1.034], [4.057, 1.409, -7.107], [-1.175, -4.644, 5.740], [7.888, -7.194, 3.967], [2.118, 6.839, -2.455], [-4.909, 9.025, -4.142], [5.774, 0.955, -5.570], [-4.690, 8.808, -2.601], [5.142, -7.252, 0.263], [-1.248, -6.426, 4.180], [-5.844, 4.675, -3.240], [1.431, 10.379, -4.868], [-9.810, -4.212, 4.118], [-1.861, 3.601, 3.266], [6.849, 0.348, 4.325], [2.570, 7.910, -1.392], [-3.901, 3.012, 2.548], [-3.626, 5.055, 3.835], [-2.053, -4.843, -7.759], [4.813, 0.479, -4.704], [-2.313, 4.728, 3.935], [-10.526, -3.668, 2.838], [3.122, 0.978, -6.126], [-2.960, -4.113, -7.045], [6.703, -0.330, 8.709], [2.991, 10.215, -5.194], [-1.331, -5.995, 5.521], [-4.348, 4.556, -3.486], [6.777, -1.766, 8.240], [6.479, -7.747, 4.405], [4.818, -5.837, 0.890], [-7.237, -5.246, 0.632], [5.457, 1.338, -6.856], [-0.980, -3.770, 4.665], [-1.003, -5.499, 3.155], [5.327, -0.088, 4.409], [-4.497, 4.122, 3.192], [-2.651, -3.624, -5.784], [-0.474, -4.396, -5.902], [-5.000, 6.754, -3.595], [2.404, 8.895, -3.498], [6.228, -6.933, 2.333], [6.389, -0.357, 6.393], [-8.507, -4.499, 2.275], [-5.543, 4.365, 3.087], [2.058, 1.089, -6.273], [-0.882, -5.859, 2.144], [-4.054, 5.921, 4.319], [-1.599, 5.384, 4.412], [5.266, 0.094, -3.802], [-2.278, -5.273, -8.724], [-0.067, -5.727, -7.483], [3.632, 1.804, -8.018], [0.539, -4.492, -5.541], [-0.782, 3.574, 3.305], [-1.308, -6.626, 6.397], [6.823, 0.899, -5.320], [-1.174, -4.327, 6.772], [-4.584, 2.504, 1.884], [-3.993, -4.005, -7.339], [6.217, 1.370, -7.623], [-3.446, -3.008, -5.391], [-1.339, -7.486, 4.000], [-0.812, -2.736, 4.928]], "lowdin_charge": [1.27, 0.23, 0.15, 0.24, 0.24, 0.30, 0.22, 0.13, 0.08, 0.17, 0.27, 0.19, 0.23, 0.24, 0.13, 0.17, 0.13, 0.27, 0.13, 0.14, 0.20, 0.12, 0.24, 0.25, 0.13, 0.23, 0.29, 0.26, 0.16, 0.16, 0.24, 0.24, 0.14, 0.26, 0.24, 0.23, 0.14, 0.14, 0.16, 0.08, 0.09, 0.06, 0.04, 0.04, 0.05, -0.08, -0.30, -0.06, -0.09, -0.30, -0.27, -0.31, -0.10, -0.33, -0.29, -0.06, -0.34, -0.35, -0.30, -0.16, -0.36, -0.32, -0.13, -0.08, -0.08, -0.15, -0.11, -0.44, -0.15, -0.10, -0.35, -0.33, -0.08, -0.36, -0.31, -0.46, -0.36, -0.32, -0.06, -0.14, -0.15, -0.28, -0.06, -0.14, -0.11, -0.90, -0.87, -0.75, -0.86, -0.92, 0.10, 0.09, 0.09, 0.10, 0.11, 0.10, 0.11, 0.09, 0.09, 0.09, 0.09, 0.10, 0.10, 0.10, 0.09, 0.10, 0.10, 0.10, 0.09, 0.09]}